# 1
A molecular structure, HO5S2 at a distorted geometry, computed with ωB97M-V/def2-TZVPD.

Calculated values
**Energy relative to the best compared isomer or geometry (same formula, charge and spin)**: 6.9 kcal/mol
**Kohn-Sham gap**: 8.0 eV
**Electronic energy**: -1173.24031 a.u.
**Highest occupied orbital energy**: -4.4637 eV

ORCA input file:
```
! wB97M-V def2-TZVPD RIJCOSX def2/J DEFGRID3
* xyz -1 1
S -1.793 -0.252 0.799
S -0.250 1.873 0.333
O 1.025 0.986 -0.261
O -2.906 0.521 0.241
O -0.728 0.931 1.486
O -0.889 -0.959 -0.123
O -2.168 -1.088 1.930
H 0.518 0.170 -0.359
*
```

# 2
A gas-phase ion, HO6S3 (charge -1) at a distorted geometry, computed with ωB97M-V/def2-TZVPD.

Calculated values
**Expectation value of S²**: 2.007
**Kohn-Sham gap (alpha / beta)**: 5.0 / 7.6 eV
**Electronic energy**: -1646.51385 a.u.
**Highest occupied orbital energy (alpha / beta)**: -1.7046 / -6.1493 eV

ORCA input file:
```
! wB97M-V def2-TZVPD RIJCOSX def2/J DEFGRID3
* xyz -1 3
S 1.868 1.312 -0.152
S 1.891 -1.111 0.035
S -0.959 1.110 0.495
O 0.512 1.661 0.946
O 1.701 -1.121 1.475
O 3.218 -1.354 -0.475
O 1.459 1.417 -1.549
O 2.751 2.309 0.459
O 0.710 -1.277 -0.766
H -0.808 1.163 -0.817
*
```

# 3
A molecular structure, HOSn at a distorted geometry, computed with ωB97M-V/def2-TZVPD.

Calculated values
**Energy relative to the best compared isomer or geometry (same formula, charge and spin)**: 0.0 kcal/mol
**Kohn-Sham gap**: 6.7 eV
**Electronic energy**: -289.73560 a.u.
**Highest occupied orbital energy**: -14.6567 eV

ORCA input file:
```
! wB97M-V def2-TZVPD RIJCOSX def2/J DEFGRID3
* xyz 1 1
Sn -1.202 0.137 1.622
O 0.404 -0.325 -0.450
H 0.799 0.188 -1.172
*
```

# 4
HPS5 in the gas phase at a distorted geometry, computed with ωB97M-V/def2-TZVPD.

Calculated values
**Energy relative to the best compared isomer or geometry (same formula, charge and spin)**: 39.6 kcal/mol
**Kohn-Sham gap**: 7.3 eV
**Structure (SMILES)**: S=S1#S#S#S#[PH]1
**Electronic energy**: -2332.86275 a.u.
**Highest occupied orbital energy**: -8.4048 eV

ORCA input file:
```
! wB97M-V def2-TZVPD RIJCOSX def2/J DEFGRID3
* xyz 0 1
S -1.228 2.072 -0.033
S 1.294 -0.054 -0.695
S 1.742 -1.610 -1.818
S -1.509 0.497 1.201
S -0.455 1.088 -1.595
P 0.332 -0.363 1.462
H -0.176 -1.631 1.476
*
```

# 5
2 unconnected molecules or ions with the total composition I3N at a distorted geometry, computed with ωB97M-V/def2-TZVPD.

Calculated values
**Energy relative to the best compared isomer or geometry (same formula, charge and spin)**: 26.7 kcal/mol
**Kohn-Sham gap (alpha / beta)**: 7.6 / 5.4 eV
**Electronic energy**: -947.71237 a.u.
**Highest occupied orbital energy (alpha / beta)**: -9.1499 / -9.0198 eV

ORCA input file:
```
! wB97M-V def2-TZVPD RIJCOSX def2/J DEFGRID3
* xyz 0 1
I -2.881 -0.898 0.012
I 4.170 -0.053 0.143
I 0.323 0.347 -0.243
N -1.612 0.604 0.088
*
```

# 6
A molecular structure, I3Y at a distorted geometry, computed with ωB97M-V/def2-TZVPD.

Calculated values
**Energy relative to the best compared isomer or geometry (same formula, charge and spin)**: 161.2 kcal/mol
**Kohn-Sham gap**: 7.3 eV
**Electronic energy**: -931.28546 a.u.
**Highest occupied orbital energy**: -8.2401 eV

ORCA input file:
```
! wB97M-V def2-TZVPD RIJCOSX def2/J DEFGRID3
* xyz 0 1
I 2.146 0.059 -0.972
I 0.297 0.573 1.637
I -2.375 -0.311 -0.227
Y -0.068 -0.322 -0.438
*
```

# 7
A gas-phase ion, IO4S (charge -1) at a distorted geometry, computed with ωB97M-V/def2-TZVPD.

Calculated values
**Energy relative to the best compared isomer or geometry (same formula, charge and spin)**: 7.3 kcal/mol
**Kohn-Sham gap**: 8.2 eV
**Electronic energy**: -996.87384 a.u.
**Highest occupied orbital energy**: -5.2652 eV

ORCA input file:
```
! wB97M-V def2-TZVPD RIJCOSX def2/J DEFGRID3
* xyz -1 1
I -2.322 0.131 0.220
S 0.568 -0.107 0.008
O 0.517 -1.362 -0.785
O 0.430 -0.479 1.403
O 1.671 0.830 -0.287
O -0.864 0.986 -0.560
*
```

# 8
A molecular structure, IZn at a distorted geometry, computed with ωB97M-V/def2-TZVPD.

Calculated values
**Energy relative to the best compared isomer or geometry (same formula, charge and spin)**: 58.8 kcal/mol
**Kohn-Sham gap**: 5.3 eV
**Electronic energy**: -2076.61477 a.u.
**Highest occupied orbital energy**: -14.9870 eV

ORCA input file:
```
! wB97M-V def2-TZVPD RIJCOSX def2/J DEFGRID3
* xyz 1 1
I 5.756 4.563 2.087
Zn 8.128 5.704 -0.545
*
```

# 9
A molecular structure, IZn at a distorted geometry, computed with ωB97M-V/def2-TZVPD.

Calculated values
**Energy relative to the best compared isomer or geometry (same formula, charge and spin)**: 2.9 kcal/mol
**Kohn-Sham gap**: 6.5 eV
**Electronic energy**: -2076.70375 a.u.
**Highest occupied orbital energy**: -15.1434 eV

ORCA input file:
```
! wB97M-V def2-TZVPD RIJCOSX def2/J DEFGRID3
* xyz 1 1
I 0.375 0.699 -0.989
Zn -0.375 -0.699 0.989
*
```

# 10
A molecular structure, InO8P2 at a distorted geometry, computed with ωB97M-V/def2-TZVPD.

Calculated values
**Energy relative to the best compared isomer or geometry (same formula, charge and spin)**: 64.8 kcal/mol
**Kohn-Sham gap**: 1.8 eV
**Electronic energy**: -1474.64377 a.u.
**Highest occupied orbital energy**: 3.4758 eV

ORCA input file:
```
! wB97M-V def2-TZVPD RIJCOSX def2/J DEFGRID3
* xyz -3 1
In 33.640 -7.588 -6.147
P 30.696 -10.030 -6.033
P 36.201 -7.860 -2.967
O 30.056 -8.645 -6.150
O 36.785 -9.302 -2.688
O 35.286 -7.581 -1.742
O 32.205 -9.912 -6.419
O 37.221 -6.717 -2.639
O 29.876 -10.740 -7.223
O 35.686 -7.676 -4.357
O 30.083 -10.748 -4.791
*
```

# 11
A molecular structure, KO2V at a distorted geometry, computed with ωB97M-V/def2-TZVPD.

Calculated values
**Kohn-Sham gap**: 6.6 eV
**Electronic energy**: -1693.51846 a.u.
**Highest occupied orbital energy**: -19.8619 eV

ORCA input file:
```
! wB97M-V def2-TZVPD RIJCOSX def2/J DEFGRID3
* xyz 2 1
V 0.579 1.561 -0.252
K 0.090 -3.441 0.362
O -0.183 1.506 -1.632
O -0.485 0.373 1.522
*
```

# 12
A molecular structure, LiN4O12 at a distorted geometry, computed with ωB97M-V/def2-TZVPD.

Calculated values
**Energy relative to the best compared isomer or geometry (same formula, charge and spin)**: 61.6 kcal/mol
**Kohn-Sham gap**: 5.3 eV
**Electronic energy**: -1128.96124 a.u.
**Highest occupied orbital energy**: -1.2021 eV

ORCA input file:
```
! wB97M-V def2-TZVPD RIJCOSX def2/J DEFGRID3
* xyz -3 1
O 0.970 22.920 35.463
O 2.469 15.900 35.793
O -6.144 17.116 37.363
O -3.436 17.253 27.352
O -4.446 17.245 36.141
O -2.385 16.872 29.202
O -1.326 17.183 27.432
O 3.561 15.751 37.629
O 4.471 15.174 35.915
O -0.435 24.081 34.406
O -0.212 22.073 33.980
O -4.701 15.558 37.420
N -5.066 16.691 36.981
N -2.418 17.152 28.007
N 0.090 23.025 34.643
N 3.480 15.638 36.465
Li -1.216 17.686 33.286
*
```